Entry from the Open Molecules 2025 dataset: a 2-piece molecular cluster, CH7N2O overall at a distorted geometry (ωB97M-V with the def2-TZVPD basis set).

Output
energy above the lowest of the compared OMol25 structures with the same formula, charge and spin	5.0	kcal per mole
total charge	-1
LUMO energy	4.81	eV
molar mass	63.08	g/mol
gap between HOMO and LUMO	7.9	eV
2S+1	1

Structure (XYZ):
```
11
CH7N2O, DFT ωB97M-V with the def2-TZVPD basis set
O -1.93 -0.75 -0.49
H -2.61 0.02 -0.51
N 0.17 -0.23 1.28
C 0.83 0.65 0.27
N 0.65 0.25 -1.12
H 0.58 -1.16 1.15
H -0.81 -0.39 0.95
H 1.91 0.67 0.52
H 0.45 1.67 0.40
H -0.37 -0.04 -1.24
H 1.12 -0.68 -1.20
```

Entry from the Open Molecules 2025 dataset: a 2-piece molecular cluster, CH7N2O overall at a distorted geometry (ωB97M-V with the def2-TZVPD basis set).

Output
energy above the lowest of the compared OMol25 structures with the same formula, charge and spin	11.9	kcal per mole
total charge	-1
LUMO energy	4.95	eV
molar mass	63.08	g/mol
gap between HOMO and LUMO	7.4	eV
2S+1	1

Structure (XYZ):
```
11
CH7N2O, DFT ωB97M-V with the def2-TZVPD basis set
N -1.09 -0.96 -1.36
H -2.03 -0.75 -1.65
H -0.48 -0.19 -1.60
H -1.01 -0.93 -0.33
N 0.46 -0.40 1.21
C 0.70 0.72 0.22
O -0.36 1.49 0.07
H -0.19 0.02 1.87
H 1.32 -0.51 1.78
H 1.07 0.18 -0.72
H 1.62 1.32 0.51
```

Entry from the Open Molecules 2025 dataset: CH7N2O2P as an isolated structure at a distorted geometry (ωB97M-V with the def2-TZVPD basis set).

Output
energy above the lowest of the compared OMol25 structures with the same formula, charge and spin	75.2	kcal per mole
total charge	0
LUMO energy (spin up / spin down)	-0.77 / -0.77	eV
molar mass	110.05	g/mol
gap between HOMO and LUMO (spin up / spin down)	8.1 / 8.1	eV
2S+1	1

Structure (XYZ):
```
13
CH7N2O2P, DFT ωB97M-V with the def2-TZVPD basis set
C 1.37 0.81 1.65
N -1.73 -1.62 -0.70
N 0.52 1.22 0.56
O -1.02 0.86 -1.48
O 0.89 -0.77 -0.92
P -0.31 0.08 -0.27
H 1.79 1.88 1.80
H 0.80 0.58 2.53
H 1.87 -0.09 1.36
H -2.45 -1.67 0.04
H -2.07 -1.01 -1.46
H -0.29 1.38 -1.98
H 0.62 -1.66 -1.11
```

Entry from the Open Molecules 2025 dataset: an isolated molecule of CH7N2O2PS at a distorted geometry (ωB97M-V with the def2-TZVPD basis set).

Output
total charge	0
LUMO energy (spin up / spin down)	0.64 / -2.74	eV
molar mass	142.12	g/mol
gap between HOMO and LUMO (spin up / spin down)	5.5 / 6.9	eV
2S+1	3
⟨S²⟩	2.008

Structure (XYZ):
```
14
CH7N2O2PS, DFT ωB97M-V with the def2-TZVPD basis set
C -1.79 0.75 -0.37
N 1.36 -1.83 -0.65
N 1.03 -0.56 -0.27
O -1.34 -1.69 0.41
O -0.50 0.13 1.86
P 2.19 0.26 0.70
S -0.73 -0.44 0.57
H -2.39 1.34 0.27
H -1.29 1.37 -1.14
H -2.52 0.30 -0.97
H 1.44 -2.54 0.19
H 0.67 -2.21 -1.31
H 1.73 -0.20 1.90
H 1.55 1.46 0.65
```